Formula: C18H41N7O8P
Source: OMol25
Level of theory: wB97M-V/def2-TZVPD

XYZ file:
```
75
Properties=species:S:1:pos:R:3:forces:R:3:lowdin_charge:R:1
C 3.26762 2.93367 -1.59973 -0.078 0.283 -0.304 -0.070
C 3.72314 1.60592 -2.18118 0.147 0.175 0.872 -0.158
C 3.12453 0.31923 -1.59644 0.893 -0.187 -1.469 -0.438
C 3.79701 -0.86465 -2.32554 -0.534 -0.113 -0.028 0.029
O 3.45256 0.13416 -0.22958 -0.681 0.183 -0.240 0.030
C 2.63255 0.61967 0.78074 0.147 -0.231 1.549 -0.534
C 3.31724 1.63255 1.70352 -0.473 -0.035 -0.100 0.028
N 2.27020 -0.55242 1.58284 0.360 0.209 -0.446 0.134
N 1.37420 1.23384 0.21933 -0.041 -0.528 -0.487 0.211
C 0.83469 0.47514 -0.75391 0.368 0.045 -0.319 -0.332
N -0.38456 -0.00519 -0.75610 -0.857 0.193 0.008 -0.084
C -1.29898 0.35569 0.33237 0.103 1.198 0.094 -0.159
C -1.89081 1.77762 0.15403 -0.323 -0.423 0.289 -0.135
C -3.33591 1.79174 -0.37311 0.491 0.584 -0.408 -0.069
C -3.51897 2.11289 -1.84149 -0.973 -0.744 -0.512 -0.516
O -4.47146 1.70576 -2.48099 1.153 0.462 0.493 0.090
O -2.55962 2.89874 -2.37668 -0.086 -0.416 0.289 0.100
P -0.89603 -1.09831 -2.10430 0.484 -0.943 -0.329 0.991
C -2.13685 -2.06445 -1.23172 -0.097 0.626 0.300 -0.237
O -1.81436 -0.09812 -3.03188 -0.011 0.089 0.468 -0.277
N 1.65045 0.17623 -1.84858 -0.070 0.369 0.938 -0.023
O 1.27827 1.01784 -2.95590 0.134 -0.587 -0.282 0.020
H 3.79497 3.74120 -2.10367 0.101 0.046 -0.033 0.085
H 2.21015 3.13028 -1.75050 -0.145 -0.074 0.012 0.064
H 3.48563 3.03577 -0.54296 0.010 -0.084 0.122 0.055
H 3.63668 1.58778 -3.26013 -0.206 0.004 -0.128 0.115
H 4.78766 1.50530 -1.96710 0.128 -0.090 -0.043 0.134
H 4.49988 -1.36532 -1.67079 0.243 0.109 0.041 0.095
H 3.04115 -1.58928 -2.61714 -0.074 -0.103 0.105 0.088
H 4.27659 -0.54213 -3.24215 0.237 0.070 -0.007 0.087
H 4.18466 2.07881 1.23603 0.061 0.107 -0.077 0.088
H 3.60577 1.13938 2.62159 0.255 -0.071 0.053 0.071
H 2.60144 2.40459 1.98114 0.099 0.257 -0.016 0.090
H 2.19849 -1.37345 0.99434 -0.265 -0.058 -0.040 0.079
H 1.40560 -0.41782 2.08447 -0.079 -0.064 0.164 0.075
H 0.73937 1.53391 0.94404 0.076 -0.096 0.190 0.131
H -2.09571 -0.36537 0.40832 0.106 -0.164 -0.014 0.083
H -0.76765 0.33752 1.28054 0.193 -0.328 0.029 0.111
H -1.90108 2.24819 1.13513 0.047 0.050 0.090 0.117
H -1.23938 2.37933 -0.47191 0.042 0.131 -0.104 0.107
H -3.88985 2.57037 0.14981 -0.147 0.010 0.070 0.137
H -3.84739 0.85352 -0.19378 -0.151 -0.100 0.057 0.122
H -2.73011 2.89740 -3.32723 -0.121 0.271 -0.202 0.131
H -1.57673 -2.64569 -0.50047 -0.093 -0.262 -0.099 0.021
H -2.89396 -1.48696 -0.70296 -0.217 -0.090 -0.229 0.039
H -2.65660 -2.67382 -1.96285 0.009 -0.268 -0.099 0.046
H -1.41249 -0.14923 -3.90194 -0.062 0.253 -0.416 0.052
H 0.45956 1.46781 -2.72577 -0.226 0.194 0.155 0.091
O 0.05136 -2.69707 0.92915 0.062 0.167 0.170 -0.020
C -0.06362 -3.40247 1.92690 0.019 -0.151 -0.001 -0.573
N -1.19801 -3.40867 2.66174 0.040 0.166 -0.065 0.179
C 1.04202 -4.31061 2.39453 -0.102 -0.011 0.119 0.010
H -1.31702 -3.98582 3.47323 0.032 -0.069 -0.006 0.108
H -1.96253 -2.82638 2.36633 -0.069 -0.045 0.006 0.109
H 1.92687 -3.71101 2.60334 0.042 -0.009 -0.063 0.087
H 1.27673 -5.01567 1.59954 0.048 0.041 -0.041 0.096
H 0.77369 -4.86653 3.29058 0.025 -0.014 0.004 0.079
O -5.25010 -3.00118 -2.39426 0.066 -0.051 -0.009 0.016
C -5.42584 -2.47835 -3.48302 0.031 0.004 0.056 -0.596
N -5.02429 -1.20508 -3.71729 0.136 -0.051 0.000 0.168
C -6.08320 -3.20034 -4.63312 0.032 0.155 -0.071 -0.004
H -5.14623 -0.73819 -4.59520 -0.119 -0.013 -0.033 0.101
H -4.60705 -0.69536 -2.95786 -0.058 0.186 -0.020 0.068
H -7.08455 -3.50086 -4.33230 0.013 -0.067 0.032 0.089
H -5.50591 -4.09293 -4.86620 -0.038 -0.050 0.052 0.087
H -6.15463 -2.58271 -5.52710 -0.014 -0.012 -0.010 0.072
O 3.85831 2.12880 5.22202 0.008 0.031 -0.158 0.036
C 2.83380 2.03086 5.86443 -0.014 -0.069 0.112 -0.600
N 2.03440 0.92772 5.76144 -0.053 0.039 -0.189 0.148
C 2.36808 3.09989 6.82284 -0.164 -0.124 0.013 -0.005
H 1.19208 0.81263 6.29133 0.018 0.029 0.097 0.090
H 2.33420 0.18886 5.14858 0.054 -0.047 0.057 0.096
H 2.23476 4.03026 6.27462 0.077 0.035 0.011 0.087
H 3.13408 3.24789 7.58082 0.048 0.050 -0.035 0.091
H 1.43111 2.84267 7.31517 0.003 0.021 0.015 0.071
```
Positions in Å, forces in eV/Å.

Output
Calculated total energy   -55426.0940 eV
Multiplicity   1
Gap between HOMO and LUMO   8.435 eV
Charge   +1